# 1
{"formula": "C22H16CoF5N3O6S2", "method": "ωB97M-V/def2-TZVPD", "multiplicity": 2, "total_charge": -2, "e_homo_ev": [-2.4, -2.4], "s_squared": 0.76, "lumo_energy_ev": [4.29, 4.28], "e_tot_ev": -112718.3349, "symbols": ["C", "H", "H", "H", "O", "C", "C", "O", "H", "N", "S", "S", "C", "H", "O", "F", "F", "O", "C", "F", "H", "H", "Co", "C", "C", "N", "C", "F", "H", "H", "C", "C", "H", "C", "F", "H", "O", "C", "N", "H", "C", "H", "O", "C", "C", "C", "H", "C", "C", "C", "C", "C", "C", "H", "H"], "positions_angstrom": [[-3.466635, -4.878866, 0.857035], [-3.999756, -4.748310, 1.789556], [-3.004234, -7.451951, -2.785492], [-0.069001, -3.361651, 1.314477], [-3.420667, 2.117077, -0.311640], [-5.135703, 1.167975, -2.692897], [-1.719696, 2.499566, 2.029727], [1.881124, -2.140154, 2.634303], [-3.133452, -1.703083, -4.428330], [-1.406370, 1.246000, 2.075080], [-2.772815, -2.215168, 1.177064], [-2.682868, 3.044580, 3.344455], [-3.910851, 0.748500, -2.223502], [-1.777673, -8.050788, -1.674568], [-3.161874, -2.557002, 2.540603], [2.792113, 1.177490, 0.132661], [0.882478, 1.293809, -1.764319], [1.003102, -0.478057, 1.423001], [-2.052193, -5.173102, -1.501356], [1.621847, 2.437200, 1.468189], [-1.754104, -0.410791, 3.353210], [-1.476337, -3.115284, -1.231377], [-0.519132, 0.101609, 0.370832], [-2.772026, -6.257244, -1.003994], [1.809053, 2.080859, 0.186345], [-1.947399, 0.437302, -0.999938], [-0.327236, -2.418266, 1.814993], [-0.241984, 2.762951, -0.578384], [-1.434998, 3.156949, 1.224761], [-1.491152, -5.281174, -2.424227], [-3.695787, -0.904509, -3.960051], [-2.623984, 1.461918, 4.019160], [-6.610647, 0.823362, -4.220272], [-2.762006, -7.578802, -1.728154], [2.298841, 3.195800, -0.437805], [-3.487195, -8.269657, -1.295466], [-1.082581, -1.273170, -2.297803], [-4.935883, -0.493213, -4.448528], [-1.320328, -1.655259, 1.060481], [-0.675194, -2.680722, 2.818875], [-5.645558, 0.528551, -3.823195], [-3.119598, 1.211051, 4.941244], [-3.709118, -1.404653, 0.432094], [0.505947, 1.574684, -0.449166], [0.973734, -1.630783, 1.973060], [-3.080533, 1.198882, -1.042693], [-4.040822, -6.929033, 0.587311], [-1.917923, 0.644660, 3.199502], [-3.208639, -0.261855, -2.843124], [-2.036662, -3.955974, -0.838393], [-2.752152, -3.809030, 0.343546], [-3.478428, -6.093514, 0.181722], [-1.947904, -0.452155, -2.039432], [-5.677507, 1.959062, -2.189384], [-5.359563, -0.976950, -5.321579]], "forces_ev_per_angstrom": [[0.01, 0.01, 0.00], [0.00, 0.00, 0.00], [0.00, 0.00, 0.00], [-0.01, -0.02, 0.01], [0.16, -0.21, -0.05], [-0.01, 0.01, -0.01], [-0.10, 0.06, 0.02], [0.03, -0.02, -0.06], [0.00, 0.00, 0.00], [-0.07, 0.11, 0.00], [0.00, -0.04, -0.01], [0.16, -0.13, 0.06], [0.02, -0.03, -0.02], [0.00, 0.00, 0.00], [0.00, 0.02, 0.01], [-0.03, 0.08, 0.02], [0.01, -0.01, 0.00], [0.02, -0.04, -0.03], [-0.01, 0.01, 0.00], [0.02, 0.00, 0.01], [-0.01, -0.01, -0.02], [0.01, -0.01, 0.02], [-0.08, 0.07, -0.23], [0.00, 0.00, 0.01], [0.05, -0.05, -0.04], [0.14, -0.20, 0.02], [0.00, -0.03, -0.07], [0.00, 0.01, 0.03], [-0.03, -0.05, -0.05], [0.00, 0.00, 0.00], [0.01, -0.01, -0.01], [0.00, 0.01, -0.12], [0.00, 0.00, 0.00], [0.00, 0.00, 0.00], [0.00, -0.01, 0.01], [0.00, 0.00, 0.00], [-0.01, -0.01, -0.02], [0.00, 0.00, 0.01], [-0.01, 0.02, 0.06], [0.01, 0.01, 0.00], [0.00, 0.00, 0.00], [-0.02, -0.01, -0.01], [0.00, 0.00, 0.00], [-0.04, 0.00, 0.00], [-0.07, 0.07, 0.17], [-0.13, 0.24, 0.11], [0.00, 0.00, 0.00], [-0.01, 0.06, 0.10], [0.00, -0.01, 0.01], [0.01, 0.00, -0.02], [-0.02, -0.01, 0.01], [0.01, -0.01, 0.00], [0.00, 0.15, 0.06], [0.00, 0.00, 0.00], [0.00, 0.00, 0.00]]}

=====

# 2
{"formula": "C22H16F2NO4S2", "method": "ωB97M-V/def2-TZVPD", "multiplicity": 1, "total_charge": -1, "e_homo_ev": -3.2, "lumo_energy_ev": 1.96, "e_tot_ev": -59858.9529, "symbols": ["C", "C", "O", "C", "C", "C", "C", "H", "C", "S", "C", "C", "H", "H", "H", "C", "H", "H", "H", "C", "H", "F", "F", "H", "C", "H", "C", "C", "C", "O", "C", "C", "S", "H", "N", "H", "H", "C", "C", "C", "H", "H", "O", "C", "H", "C", "O"], "positions_angstrom": [[3.679591, -0.104220, -1.253034], [3.185401, 0.103210, -3.625029], [-2.558604, 1.060952, 5.424533], [5.264252, -0.904080, -2.898005], [-3.089404, -1.572026, -2.759570], [-3.204324, 0.802263, 2.339623], [4.899691, -0.705724, -1.563853], [0.660177, -1.109134, -0.955252], [-0.680095, 0.442041, 1.095016], [0.523257, 0.625858, 6.083227], [-3.058583, 0.952427, 0.954342], [-1.749457, -1.648989, -2.381866], [-1.637523, 1.314055, -0.612888], [-3.915951, 1.134391, 0.310029], [0.296440, 0.237516, 0.663545], [4.407158, -0.497221, -3.927962], [0.850811, -1.727002, 6.066282], [-4.153278, 0.895040, 2.850896], [2.532702, 0.428029, -4.434775], [-2.893467, 0.826229, -3.102005], [6.212959, -1.380732, -3.142641], [-1.128657, -1.395618, 6.432072], [0.461525, -1.108708, 7.983644], [-3.706023, -2.477920, -2.767297], [-0.970422, -0.449087, -2.264177], [-1.289349, -2.605646, -2.131561], [-1.804325, 0.736894, 4.531758], [0.216440, -0.287044, -1.517368], [-1.550615, 0.745214, -2.794146], [0.994511, 1.629842, -3.176427], [-3.673111, -0.333750, -3.083625], [-2.057556, 0.536102, 3.077949], [1.264372, 1.036465, -1.879008], [3.364548, 0.082087, -0.229694], [-0.401630, 0.536268, 4.643299], [4.674105, -0.634473, -4.978384], [-0.986427, 1.669685, -2.826752], [2.839077, 0.293176, -2.283898], [0.187013, -1.059164, 6.635782], [0.251400, 0.230616, 3.441767], [-4.734991, -0.259896, -3.298340], [-3.320383, 1.808760, -3.303124], [1.413206, 1.904850, -0.725418], [-0.847038, 0.280714, 2.453606], [5.565470, -1.012454, -0.762392], [-1.779573, 0.932084, 0.389697], [1.446687, 0.028102, 3.301439]], "forces_ev_per_angstrom": [[0.26, -0.09, -0.34], [0.35, -0.12, 0.00], [0.98, -0.38, -0.84], [-0.17, 0.04, -0.04], [0.00, 0.51, -0.06], [0.21, -0.37, 0.02], [-0.07, 0.02, -0.13], [0.07, 0.26, -0.23], [0.10, 0.12, 0.59], [-1.06, 0.43, -0.27], [0.36, 0.19, 0.44], [0.26, 0.67, 0.15], [-0.13, -0.46, 0.06], [0.15, 0.19, 0.19], [-0.50, 0.59, 0.04], [-0.11, 0.05, 0.27], [-0.48, -0.29, 0.50], [-0.06, 0.12, -0.11], [0.05, -0.05, 0.45], [0.37, -0.66, -0.09], [-0.17, 0.12, 0.09], [1.05, 0.03, 0.35], [-0.15, -0.15, -0.89], [0.25, 0.30, -0.07], [-0.59, 0.43, -0.36], [-0.17, 0.21, 0.10], [-0.85, 0.10, 0.22], [1.18, -0.31, -1.12], [-0.97, 0.11, 0.00], [-0.50, 0.88, 0.13], [-0.43, -0.36, 0.12], [-0.30, 0.31, 0.16], [0.13, -1.39, -0.65], [0.17, -0.06, -0.07], [1.34, 0.08, 1.86], [0.04, -0.03, 0.36], [-0.16, -0.30, 0.19], [0.16, -0.19, 0.52], [-0.16, -0.09, 0.05], [0.71, -0.38, -0.70], [0.05, -0.16, -0.01], [-0.03, -0.27, -0.20], [0.38, 0.03, -0.08], [0.16, 0.35, -0.59], [-0.03, 0.01, -0.11], [-0.04, -0.23, -0.24], [-1.66, 0.18, 0.35]]}

=====

# 3
{"formula": "C22H16IN4O5RhS", "method": "ωB97M-V/def2-TZVPD", "multiplicity": 5, "total_charge": 2, "e_homo_ev": [-14.0, -14.0], "s_squared": 6.07, "lumo_energy_ev": [-5.69, -8.42], "e_tot_ev": -61198.2163, "symbols": ["H", "S", "H", "C", "C", "C", "C", "N", "H", "H", "H", "C", "Rh", "O", "H", "H", "C", "C", "H", "C", "C", "N", "C", "C", "C", "C", "C", "C", "C", "H", "O", "H", "N", "C", "O", "H", "H", "O", "H", "H", "C", "O", "C", "C", "H", "I", "N", "H", "C", "C"], "positions_angstrom": [[-1.075383, 3.673417, -1.235250], [-0.978498, 0.394305, -4.700624], [-0.905823, 4.582461, 3.717391], [-0.968999, 4.060644, 1.656671], [2.097518, -0.766242, -0.883481], [-0.970559, 1.599228, -0.938050], [5.879838, -0.786069, -1.593979], [-0.885703, 0.819835, 0.123533], [5.926907, -1.531918, 1.692422], [-6.001852, -0.970295, 0.143574], [-3.802846, -0.552695, -0.943919], [-1.005097, 1.015751, -2.274455], [-0.783187, -1.188497, -0.234077], [1.748862, -0.504807, -2.071682], [2.866655, -0.354722, -2.704917], [-3.886340, -2.854841, 3.377520], [4.105101, -1.189726, 0.580048], [-5.103876, -1.945424, 1.845096], [3.457308, -1.348638, 1.432233], [-3.908767, -2.341822, 2.427546], [5.511710, -1.291898, 0.722981], [-2.715612, -1.433603, 0.568073], [-0.794877, 1.373654, 2.605920], [-0.896620, 3.772262, 3.001762], [-5.088296, -1.291037, 0.622592], [-3.875692, -1.054202, 0.011693], [-0.810253, 2.447348, 3.469368], [-0.872199, 1.656161, 1.244435], [4.456825, -0.678752, -1.749775], [-6.040956, -2.147531, 2.346380], [0.172722, -3.026663, -1.394045], [-0.912611, 2.643055, -3.754966], [-1.050369, -0.360953, -2.285420], [-2.738803, -2.062602, 1.749518], [-0.902423, -3.165835, -0.808434], [-1.067058, -1.860010, -3.760929], [6.498716, -0.619758, -2.464560], [1.298228, -0.941785, 0.067990], [-0.753328, 2.270221, 4.534365], [7.453166, -1.177644, -0.213952], [-0.957563, 1.597401, -3.497936], [3.969649, -0.391264, -2.891605], [-0.953831, 2.969731, 0.793725], [3.556979, -0.889249, -0.627489], [-0.718445, 0.359738, 2.969901], [-0.871021, -2.580393, 2.498473], [-1.014162, 2.896564, -0.598070], [-1.033307, 5.078128, 1.297156], [6.386167, -1.090818, -0.363172], [-1.041995, -0.810212, -3.509578]], "forces_ev_per_angstrom": [[-0.02, 0.01, 0.01], [0.03, 0.01, -0.17], [0.00, 0.00, 0.01], [0.01, -0.07, 0.00], [-0.34, 0.03, -0.07], [-0.02, -0.03, -0.28], [-0.09, -0.06, 0.15], [-0.10, -0.17, 0.22], [-0.03, 0.00, 0.02], [0.00, -0.01, 0.01], [0.01, -0.01, -0.01], [0.04, -0.05, 0.37], [0.07, 1.25, 1.23], [0.11, 0.10, 0.20], [-0.22, -0.19, -0.12], [0.02, 0.00, 0.01], [0.02, -0.02, 0.13], [-0.02, -0.01, 0.03], [0.04, -0.01, 0.01], [-0.02, 0.03, -0.05], [0.03, 0.01, -0.06], [-0.09, -0.09, -0.36], [0.00, 0.02, 0.01], [0.00, -0.07, 0.07], [-0.03, 0.01, 0.00], [0.10, 0.02, 0.01], [-0.01, 0.08, -0.03], [0.02, -0.28, -0.15], [-0.16, 0.05, -0.18], [0.00, -0.01, 0.00], [-0.12, -0.36, -0.08], [0.01, 0.01, 0.01], [-0.32, 0.18, -0.51], [-0.08, 0.09, -0.12], [0.14, -0.59, -0.23], [0.00, -0.01, 0.00], [0.00, 0.00, -0.02], [0.27, -0.14, -0.38], [0.00, 0.02, 0.01], [0.00, 0.00, 0.01], [-0.04, 0.07, -0.06], [0.34, 0.11, 0.04], [-0.03, 0.25, -0.22], [0.60, 0.09, -0.12], [0.00, 0.00, -0.01], [0.04, -0.15, 0.23], [0.04, -0.06, 0.20], [0.00, 0.00, -0.01], [-0.14, 0.00, 0.07], [-0.06, -0.07, 0.19]]}

=====

These records have energy relative to the best compared isomer or geometry (same formula, charge and spin) values of 0.000; 1.041; 0.987 eV, in the order they appear.